Record 1
{"formula": "C38H39BCaN12O2S2", "method": "ωB97M-V with the def2-TZVPD basis set", "max_force_ev_per_a": 0.1, "homo_energy_ha": [-0.39756, -0.39756], "e_lumo_ha": [-0.121, -0.201], "homo_lumo_gap_ev": [7.523, 5.337], "e_above_lowest_kcal_mol": 0.0, "charge": 1, "multiplicity": 2, "symbols": ["Ca", "C", "C", "C", "C", "N", "N", "B", "N", "C", "C", "C", "C", "N", "N", "C", "C", "C", "C", "N", "N", "C", "C", "C", "C", "N", "H", "H", "H", "H", "H", "H", "H", "H", "H", "H", "H", "H", "H", "H", "H", "H", "H", "H", "H", "H", "C", "C", "C", "C", "C", "C", "C", "S", "O", "O", "N", "C", "C", "C", "C", "C", "C", "C", "C", "N", "C", "H", "H", "H", "H", "H", "H", "H", "H", "H", "H", "H", "H", "H", "N", "C", "S", "C", "C", "C", "N", "C", "C", "H", "H", "H", "H", "H", "H"], "coordinates": [[0.437, -0.141, -0.773], [2.849, -3.093, -0.544], [1.467, -3.261, -0.001], [1.022, -4.107, 1.025], [-0.334, -3.875, 1.100], [-0.664, -2.963, 0.169], [0.447, -2.567, -0.501], [-2.081, -2.365, -0.088], [-2.212, -1.833, -1.541], [-3.067, -2.289, -2.472], [-2.958, -1.495, -3.591], [-1.988, -0.543, -3.259], [-1.483, 0.584, -4.099], [-1.546, -0.748, -2.017], [-2.279, -1.192, 0.910], [-3.311, -0.855, 1.700], [-2.976, 0.297, 2.381], [-1.690, 0.617, 1.934], [-0.831, 1.763, 2.362], [-1.275, -0.283, 1.039], [-3.094, -3.484, 0.093], [-2.952, -4.772, -0.318], [-4.191, -5.354, -0.322], [-5.070, -4.328, 0.093], [-6.546, -4.399, 0.301], [-4.405, -3.209, 0.320], [3.221, -4.033, -0.950], [2.862, -2.361, -1.353], [3.547, -2.776, 0.234], [1.600, -4.806, 1.605], [-1.087, -4.312, 1.735], [-3.703, -3.137, -2.277], [-3.497, -1.590, -4.517], [-1.409, 0.279, -5.142], [-2.160, 1.441, -4.056], [-0.493, 0.902, -3.775], [-4.199, -1.462, 1.711], [-3.571, 0.820, 3.109], [-0.803, 1.837, 3.450], [0.191, 1.646, 2.001], [-1.216, 2.711, 1.981], [-1.990, -5.173, -0.590], [-4.436, -6.370, -0.580], [-7.019, -5.010, -0.467], [-6.783, -4.842, 1.269], [-6.979, -3.400, 0.269], [3.249, 6.661, -3.781], [3.201, 5.182, -3.534], [1.991, 4.496, -3.634], [1.921, 3.138, -3.385], [3.078, 2.453, -3.032], [4.302, 3.106, -2.959], [4.352, 4.467, -3.204], [2.993, 0.742, -2.684], [4.180, 0.080, -3.133], [1.693, 0.254, -3.094], [2.830, 0.619, -1.034], [3.797, 0.387, -0.174], [5.199, 0.505, -0.402], [6.103, 0.264, 0.615], [5.678, -0.138, 1.870], [4.296, -0.331, 2.146], [3.829, -0.829, 3.379], [2.490, -1.056, 3.540], [1.623, -0.772, 2.475], [2.032, -0.281, 1.317], [3.349, -0.067, 1.148], [2.791, 6.908, -4.739], [4.272, 7.034, -3.780], [2.685, 7.189, -3.010], [1.093, 5.040, -3.901], [0.982, 2.607, -3.468], [5.207, 2.555, -2.742], [5.302, 4.983, -3.152], [5.547, 0.780, -1.385], [7.160, 0.382, 0.422], [6.399, -0.334, 2.653], [4.535, -1.041, 4.173], [2.090, -1.455, 4.461], [0.558, -0.953, 2.560], [-2.495, 6.727, -0.710], [-1.275, 6.388, -1.142], [-0.238, 7.425, -1.879], [-0.914, 4.952, -0.952], [0.363, 4.601, -0.534], [0.688, 3.263, -0.454], [-0.163, 2.281, -0.767], [-1.401, 2.619, -1.134], [-1.820, 3.935, -1.235], [-2.803, 7.680, -0.822], [-3.062, 6.095, -0.170], [1.093, 5.367, -0.312], [1.682, 2.957, -0.149], [-2.072, 1.798, -1.363], [-2.823, 4.153, -1.577]], "atomic_forces_ev_per_a": [[0.0, -0.1, 0.0], [0.0, 0.0, 0.0], [0.0, 0.0, 0.0], [0.0, 0.0, 0.0], [0.0, 0.0, 0.0], [0.0, 0.0, 0.0], [0.0, 0.0, 0.0], [0.0, 0.0, 0.0], [0.0, 0.0, 0.0], [0.0, 0.0, 0.0], [0.0, 0.0, 0.0], [0.0, 0.0, 0.0], [0.0, 0.0, 0.0], [0.0, 0.0, 0.0], [0.0, 0.0, 0.0], [0.0, 0.0, 0.0], [0.0, 0.0, 0.0], [0.0, 0.0, 0.0], [0.0, 0.0, 0.0], [0.1, 0.0, 0.0], [0.0, 0.0, 0.0], [0.0, 0.0, 0.0], [0.0, 0.0, 0.0], [0.0, 0.0, 0.0], [0.0, 0.0, 0.0], [0.0, 0.0, 0.0], [0.0, 0.0, 0.0], [0.0, 0.0, 0.0], [0.0, 0.0, 0.0], [0.0, 0.0, 0.0], [0.0, 0.0, 0.0], [0.0, 0.0, 0.0], [0.0, 0.0, 0.0], [0.0, 0.0, 0.0], [0.0, 0.0, 0.0], [0.0, 0.0, 0.0], [0.0, 0.0, 0.0], [0.0, 0.0, 0.0], [0.0, 0.0, 0.0], [0.0, 0.0, 0.0], [0.0, 0.0, 0.0], [0.0, 0.0, 0.0], [0.0, 0.0, 0.0], [0.0, 0.0, 0.0], [0.0, 0.0, 0.0], [0.0, 0.0, 0.0], [0.0, 0.0, 0.0], [0.0, 0.0, 0.0], [0.0, 0.0, 0.0], [0.0, 0.0, 0.0], [0.0, 0.0, 0.0], [0.0, 0.0, 0.0], [0.0, 0.0, 0.0], [0.0, 0.0, 0.0], [0.0, 0.0, 0.0], [0.0, 0.0, 0.0], [0.0, 0.0, 0.0], [0.0, 0.0, 0.0], [0.0, 0.0, 0.0], [0.0, 0.0, 0.0], [0.0, 0.0, 0.0], [0.0, 0.0, 0.0], [0.0, 0.0, 0.0], [0.0, 0.0, 0.0], [0.0, 0.0, 0.0], [0.0, 0.0, 0.0], [0.0, 0.0, 0.0], [0.0, 0.0, 0.0], [0.0, 0.0, 0.0], [0.0, 0.0, 0.0], [0.0, 0.0, 0.0], [0.0, 0.0, 0.0], [0.0, 0.0, 0.0], [0.0, 0.0, 0.0], [0.0, 0.0, 0.0], [0.0, 0.0, 0.0], [0.0, 0.0, 0.0], [0.0, 0.0, 0.0], [0.0, 0.0, 0.0], [0.0, 0.0, 0.0], [0.0, 0.0, 0.0], [0.0, 0.0, 0.0], [0.0, 0.0, 0.0], [0.0, 0.0, 0.0], [0.0, 0.0, 0.0], [0.0, 0.0, 0.0], [0.0, 0.1, 0.0], [0.0, 0.0, 0.0], [0.0, 0.0, 0.0], [0.0, 0.0, 0.0], [0.0, 0.0, 0.0], [0.0, 0.0, 0.0], [0.0, 0.0, 0.0], [0.0, 0.0, 0.0], [0.0, 0.0, 0.0]], "lowdin_spin": [0.001, 0.001, 0.001, 0.001, 0.000, 0.000, 0.001, 0.000, 0.000, 0.000, 0.000, 0.000, 0.000, 0.000, 0.000, 0.000, 0.000, 0.000, 0.001, 0.000, 0.000, 0.000, 0.000, 0.000, 0.000, 0.000, 0.000, 0.000, 0.001, 0.000, 0.000, 0.000, 0.000, 0.000, 0.000, 0.000, 0.000, 0.000, 0.000, 0.000, 0.000, 0.000, 0.000, 0.000, 0.000, 0.000, 0.001, 0.006, -0.001, 0.005, 0.005, 0.005, 0.000, 0.019, 0.003, 0.012, 0.273, 0.077, 0.186, 0.010, 0.247, 0.011, 0.032, -0.014, 0.031, 0.003, 0.065, 0.000, 0.000, 0.000, 0.000, 0.000, 0.001, 0.000, 0.007, -0.004, 0.011, 0.001, -0.001, 0.001, 0.000, 0.000, 0.000, 0.000, 0.000, 0.001, 0.000, 0.000, 0.000, 0.000, 0.000, 0.000, 0.001, 0.000, 0.000]}


Record 2
{"formula": "C21H28N4O4", "method": "ωB97M-V with the def2-TZVPD basis set", "max_force_ev_per_a": 1.0, "homo_energy_ha": -0.30386, "e_lumo_ha": -0.010, "homo_lumo_gap_ev": 7.990, "e_above_lowest_kcal_mol": 62.9, "smiles": "C=CCNC(=O)NC(=O)COC(=O)/C(C#N)=C/c1cc(C)n(CCC(C)C)c1C", "symbols": ["C", "C", "C", "N", "C", "O", "N", "C", "O", "C", "O", "C", "O", "C", "C", "N", "C", "C", "C", "C", "C", "N", "C", "C", "C", "C", "C", "C", "C", "H", "H", "H", "H", "H", "H", "H", "H", "H", "H", "H", "H", "H", "H", "H", "H", "H", "H", "H", "H", "H", "H", "H", "H", "H", "H", "H", "H"], "coordinates": [[-8.781, -0.688, -0.524], [-8.676, -1.471, 0.532], [-7.471, -1.586, 1.421], [-6.408, -0.678, 1.073], [-5.242, -1.110, 0.580], [-4.885, -2.260, 0.485], [-4.352, -0.077, 0.169], [-4.562, 1.257, 0.128], [-5.587, 1.813, 0.470], [-3.391, 2.070, -0.408], [-2.259, 1.272, -0.691], [-1.060, 1.707, -0.232], [-0.918, 2.730, 0.394], [0.019, 0.781, -0.599], [-0.367, -0.383, -1.286], [-0.728, -1.321, -1.842], [1.298, 1.120, -0.268], [2.491, 0.409, -0.525], [2.650, -0.864, -1.152], [3.980, -1.141, -1.194], [4.672, -2.329, -1.761], [4.662, -0.085, -0.622], [6.090, -0.027, -0.451], [6.524, -0.651, 0.881], [8.046, -0.766, 1.021], [8.714, 0.605, 1.086], [8.385, -1.571, 2.275], [3.782, 0.852, -0.206], [4.214, 2.120, 0.437], [-9.678, -0.659, -1.117], [-7.979, -0.045, -0.845], [-9.497, -2.110, 0.829], [-7.064, -2.601, 1.354], [-7.775, -1.409, 2.460], [-6.600, 0.319, 1.056], [-3.467, -0.425, -0.188], [-3.127, 2.842, 0.327], [-3.717, 2.572, -1.327], [1.389, 2.067, 0.253], [1.861, -1.486, -1.520], [5.307, -2.050, -2.603], [5.292, -2.827, -1.016], [3.926, -3.033, -2.117], [6.404, 1.017, -0.500], [6.562, -0.567, -1.276], [6.084, -1.647, 0.956], [6.129, -0.058, 1.708], [8.435, -1.303, 0.148], [9.781, 0.493, 1.257], [8.299, 1.191, 1.904], [8.580, 1.157, 0.160], [7.939, -2.562, 2.231], [8.011, -1.066, 3.162], [9.461, -1.685, 2.374], [4.795, 2.728, -0.259], [3.350, 2.698, 0.749], [4.831, 1.926, 1.313]], "atomic_forces_ev_per_a": [[-0.1, 0.0, -0.1], [0.1, -0.1, 0.2], [0.1, -0.2, 0.0], [-0.5, 0.3, 0.1], [0.2, 0.4, 0.0], [0.1, -0.4, -0.1], [0.3, -0.5, -0.1], [0.3, 0.0, -0.1], [-0.1, 0.3, 0.0], [-0.2, 0.7, 0.2], [0.1, -0.2, -0.1], [0.0, 0.5, 0.3], [-0.1, -0.2, -0.1], [0.5, 0.8, 0.5], [0.0, -0.5, -0.3], [0.0, -0.3, -0.1], [-0.5, 0.0, -0.1], [0.6, -0.2, 0.0], [0.2, 0.0, 0.0], [-0.4, -0.3, -0.2], [0.1, 0.1, 0.0], [-0.4, 0.2, -0.1], [0.4, -0.1, 0.4], [0.3, 0.0, -0.3], [-0.1, 0.1, 0.3], [0.0, -0.3, -0.2], [0.0, 0.0, -0.3], [-0.5, 0.2, 0.0], [0.1, -0.1, -0.1], [-0.2, 0.0, -0.1], [0.2, 0.1, 0.0], [-0.2, 0.0, 0.0], [-0.1, 0.1, 0.1], [0.0, -0.1, -0.1], [0.2, -0.1, -0.1], [-0.2, 0.0, 0.1], [-0.2, -0.2, -0.2], [0.0, -0.1, 0.2], [-0.1, 0.0, 0.0], [-0.1, -0.2, -0.1], [0.1, -0.1, -0.1], [0.1, -0.1, 0.0], [0.0, -0.1, 0.0], [0.0, -0.1, -0.1], [0.0, 0.1, 0.0], [-0.1, 0.0, 0.0], [-0.1, 0.0, 0.1], [0.0, 0.0, 0.0], [0.1, 0.1, 0.0], [-0.1, 0.1, 0.1], [0.0, 0.2, -0.1], [0.0, -0.1, 0.1], [0.0, 0.1, 0.1], [0.1, 0.0, 0.1], [0.0, 0.1, 0.0], [0.0, 0.1, 0.0], [0.0, 0.1, 0.1]], "nbo_charge": [-0.404, -0.180, -0.265, -0.629, 0.793, -0.627, -0.654, 0.671, -0.621, -0.177, -0.520, 0.802, -0.602, -0.362, 0.279, -0.321, 0.021, -0.202, -0.257, 0.158, -0.647, -0.325, -0.212, -0.397, -0.214, -0.608, -0.598, 0.254, -0.657, 0.202, 0.197, 0.200, 0.246, 0.203, 0.437, 0.441, 0.248, 0.219, 0.232, 0.243, 0.217, 0.215, 0.242, 0.212, 0.213, 0.210, 0.201, 0.193, 0.215, 0.203, 0.203, 0.209, 0.203, 0.211, 0.227, 0.236, 0.224]}